(1)
The following is a DFT calculation (wB97M-V/def2-TZVPD) of a structure of composition C4H8O2 at a distorted geometry.

Highest occupied orbital energy = -9.1 eV
Total energy = -307.5995 a.u.
Kohn-Sham gap = 10.0 eV

```
! RIJCOSX wB97M-V def2-TZVPD def2/J DEFGRID3
* xyz 0 1
C -1.5994 1.4583 -0.1361
C -0.8064 0.1244 -0.2605
O -1.1575 -0.5400 -1.2153
C 1.7057 -0.1511 0.3145
C 0.5940 -1.0862 0.5283
O 0.4587 -2.0941 -0.3500
H -1.8030 1.6699 0.9100
H -1.1551 2.3660 -0.5757
H -2.5537 1.3041 -0.6665
H 1.7638 0.1626 -0.7310
H 1.5951 0.6971 0.9980
H 0.6415 -1.4722 1.5745
H 2.5616 -0.7853 0.5870
H -0.2453 -1.6534 -0.9772
*
```

Results of the natural (NBO) charge analysis, in e, for atoms 1 through 8: atom 1 (C): -0.723, atom 2 (C): 0.509, atom 3 (O): -0.587, atom 4 (C): -0.666, atom 5 (C): 0.176, atom 6 (O): -0.727, atom 7 (H): 0.227, atom 8 (H): 0.245

---

(2)
The following is a DFT calculation (wB97M-V/def2-TZVPD) of a cluster of 2 separate species, C25H25F3N4O2 in total at a distorted geometry.

Highest occupied orbital energy = -6.9 eV
Total energy = -1636.6662 a.u.
Kohn-Sham gap = 4.0 eV

```
! RIJCOSX wB97M-V def2-TZVPD def2/J DEFGRID3
* xyz 0 1
C 1.3395 -4.3157 2.8423
N 0.9853 -2.9186 2.8792
C 1.8117 -1.9730 3.4147
O 2.8801 -2.1975 3.9795
C 1.1282 -0.6164 3.2202
C 1.9335 0.3443 2.3329
C 3.2824 0.6951 2.9317
C 4.4646 0.3691 2.2549
C 5.7040 0.5798 2.8683
C 5.7525 1.1862 4.1341
C 4.5706 1.5453 4.8006
C 3.3341 1.3074 4.1889
N -0.1721 -0.9976 2.6468
C -1.0891 -0.0515 2.3626
C -2.3262 -0.3466 1.8068
C -3.3403 0.5562 1.5014
C -4.5783 0.1315 0.9089
C -5.6024 1.0705 0.5994
C -6.7858 0.6804 -0.0163
C -7.0270 -0.6726 -0.3133
C -8.2632 -1.0946 -0.9206
N -9.2683 -1.4478 -1.4114
C -6.0455 -1.6204 -0.0013
C -4.8489 -1.2349 0.5906
C -0.3010 -2.4482 2.3851
C -0.4368 -2.8088 0.8973
C -1.4334 -3.1473 3.1594
H 2.3378 -4.4484 3.2569
H 0.6219 -4.9039 3.4224
H 1.3243 -4.6728 1.8080
H 0.9990 -0.1459 4.2159
H 2.0674 -0.1189 1.3413
H 1.3246 1.2537 2.2031
H 4.3934 -0.0917 1.2650
H 6.6230 0.2742 2.3559
H 6.7156 1.3659 4.6134
H 4.5968 2.0146 5.7898
H 2.3949 1.5669 4.6874
H -0.7875 0.9768 2.5932
H -2.4980 -1.3967 1.5885
H -3.2056 1.6263 1.6927
H -5.4364 2.1192 0.8583
H -7.5458 1.4206 -0.2764
H -6.2335 -2.6719 -0.2325
H -4.1149 -2.0156 0.8005
H 0.4457 -2.4758 0.3342
H -0.5274 -3.9001 0.8175
H -1.3293 -2.3570 0.4591
H -1.2734 -3.0632 4.2431
H -2.4092 -2.7247 2.9095
H -1.4350 -4.2087 2.8748
H -2.9643 3.2290 2.9295
N -3.2791 3.9239 2.2513
C -4.3614 4.5415 2.7136
C -4.1968 6.1351 2.3989
F -3.2451 6.7024 3.2121
F -3.8278 6.3392 1.1020
F -5.3524 6.8188 2.6112
O -5.4173 4.1715 3.2376
*
```

Results of the natural (NBO) charge analysis, in e, for atoms 1 through 8: atom 1 (C): -0.419, atom 2 (N): -0.455, atom 3 (C): 0.679, atom 4 (O): -0.581, atom 5 (C): -0.130, atom 6 (C): -0.436, atom 7 (C): 0.066, atom 8 (C): -0.221

---

(3)
The following is a DFT calculation (wB97M-V/def2-TZVPD) of a cluster of 2 separate species, C2H8N2O3S in total at a distorted geometry.

Highest occupied orbital energy = -10.1 eV
Total energy = -814.3709 a.u.
Kohn-Sham gap = 10.7 eV

```
! RIJCOSX wB97M-V def2-TZVPD def2/J DEFGRID3
* xyz 0 1
C -1.2486 0.7469 1.7428
C -0.6231 -0.2848 0.8896
N 0.2810 -1.1389 1.3112
N -0.1058 -0.2022 -2.3811
O 1.6212 -1.2602 -0.9622
O 2.2495 0.8232 -2.0046
O 0.6191 0.8490 -0.1601
S 1.2293 0.0840 -1.3164
H -1.3925 0.5835 2.7555
H -0.6779 1.7235 1.9635
H -2.1271 1.1081 1.2246
H -1.3123 -0.6790 0.0420
H 0.7208 -0.7112 2.1549
H 0.8603 -1.5064 0.4626
H -0.5111 0.6807 -2.6443
H 0.4173 -0.8162 -3.0782
*
```

Results of the natural (NBO) charge analysis, in e, for atoms 1 through 8: atom 1 (C): -0.722, atom 2 (C): 0.330, atom 3 (N): -0.761, atom 4 (N): -1.085, atom 5 (O): -1.001, atom 6 (O): -0.942, atom 7 (O): -0.935, atom 8 (S): 2.483